(1)
Entry from the Open Molecules 2025 dataset: a cluster of 3 separate species, C23H52B4O12 in total (ωB97M-V with the def2-TZVPD basis set).

Output
**Net charge**: 0
**Kohn-Sham gap**: 9.644 eV
**SMILES**: CB(O)B1OBOB(CCCCCCCCOC(C)=O)O1.COCCOCCOC.COCCOCCOC
**Molar mass**: 563.91 g mol⁻¹

Positions of all 91 atoms, in Å:
1 C 2.1647 -4.6091 -1.4050
2 B 2.5549 -3.1407 -1.8056
3 O 2.4299 -2.1534 -0.8595
4 B 3.1571 -2.5930 -3.3022
5 O 4.4980 -2.7322 -3.6831
6 B 5.0739 -1.4915 -3.9177
7 O 4.3187 -0.4802 -4.4764
8 B 2.9405 -0.5372 -4.2571
9 C 2.0723 0.7466 -4.0320
10 C 0.7420 0.4005 -3.3427
11 C -0.0032 1.6209 -2.7698
12 C -0.2591 1.5803 -1.2531
13 C -0.9000 0.3071 -0.6979
14 C -2.3737 0.1457 -1.1106
15 C -2.8203 -1.2913 -1.3772
16 C -1.9582 -2.0523 -2.3869
17 O -2.7513 -2.4790 -3.5223
18 C -2.3084 -1.9543 -4.7053
19 C -2.9466 -0.6447 -5.0808
20 O -1.4722 -2.5057 -5.3742
21 O 2.3814 -1.8078 -4.1497
22 H 1.5094 -4.5431 -0.5303
23 H 1.6871 -5.1754 -2.2017
24 H 3.0748 -5.1280 -1.0884
25 H 2.0909 -2.5051 -0.0244
26 H 6.1960 -1.3087 -3.5680
27 H 1.9174 1.2846 -4.9699
28 H 2.6320 1.3876 -3.3430
29 H 0.9993 -0.2570 -2.5090
30 H 0.1099 -0.1755 -4.0193
31 H -0.9213 1.8337 -3.3238
32 H 0.6355 2.4918 -2.9446
33 H 0.6896 1.7757 -0.7475
34 H -0.9482 2.3984 -1.0220
35 H -0.3124 -0.5848 -0.9231
36 H -0.8706 0.4008 0.3929
37 H -2.9948 0.5460 -0.3068
38 H -2.5780 0.7563 -1.9942
39 H -2.8797 -1.8623 -0.4489
40 H -3.8304 -1.2707 -1.7907
41 H -1.5522 -2.9625 -1.9463
42 H -1.1164 -1.4578 -2.7386
43 H -3.7917 -0.4166 -4.4372
44 H -3.2665 -0.6786 -6.1196
45 H -2.1920 0.1371 -4.9694
46 C -4.0449 5.9474 2.5874
47 O -2.6603 5.8203 2.8258
48 C -2.1201 4.5238 2.6868
49 C -1.0246 4.4060 1.6432
50 O -1.3761 4.7088 0.3082
51 C -1.7270 6.0283 -0.0644
52 C -0.6456 7.0851 0.0435
53 O -0.1894 7.3179 1.3600
54 C 1.1951 7.1631 1.5830
55 H -4.6055 5.9205 3.5269
56 H -4.2224 6.9127 2.1106
57 H -4.4186 5.1624 1.9244
58 H -2.9104 3.7974 2.4693
59 H -1.6693 4.2406 3.6461
60 H -0.7529 3.3458 1.6161
61 H -0.1258 4.9438 1.9520
62 H -2.6452 6.3537 0.4288
63 H -1.9622 5.9526 -1.1297
64 H -1.0887 8.0177 -0.3279
65 H 0.1886 6.8311 -0.6190
66 H 1.6632 6.5309 0.8237
67 H 1.3369 6.6914 2.5574
68 H 1.6959 8.1356 1.5974
69 C -0.0308 -6.7856 4.0638
70 O 0.9472 -5.8392 4.4386
71 C 2.1018 -5.7829 3.6289
72 C 2.3556 -4.4312 2.9888
73 O 1.3595 -3.9467 2.1047
74 C 0.0748 -3.5958 2.5910
75 C -0.0026 -2.4245 3.5503
76 O 0.6723 -2.6283 4.7727
77 C 1.6609 -1.6800 5.1131
78 H 0.0767 -7.7062 4.6450
79 H -1.0143 -6.3618 4.2732
80 H 0.0211 -7.0262 2.9986
81 H 2.0676 -6.5539 2.8523
82 H 2.9715 -5.9944 4.2627
83 H 3.2386 -4.5622 2.3568
84 H 2.6220 -3.6816 3.7360
85 H -0.4533 -4.4654 2.9849
86 H -0.4753 -3.2826 1.6980
87 H -1.0676 -2.2815 3.7733
88 H 0.3539 -1.5145 3.0546
89 H 2.0319 -1.1435 4.2357
90 H 2.4990 -2.2060 5.5738
91 H 1.2708 -0.9578 5.8361

***

(2)
Entry from the Open Molecules 2025 dataset: a structure of composition C23H52LuOP4 (ωB97M-V with the def2-TZVPD basis set).

Output
**Net charge**: +3
**Kohn-Sham gap**: 2.757 eV
**ΔE to the lowest compared entry with this formula, charge and spin**: 0.0 kcal/mol
**Molar mass**: 643.53 g mol⁻¹

Positions of all 81 atoms, in Å:
1 Lu 0.4252 -0.2361 0.7256
2 P 2.5499 0.7588 2.1009
3 P -0.4683 1.8875 -0.7620
4 P 2.1995 -0.7670 -1.3765
5 H -1.2194 -2.4361 0.5967
6 C -0.1290 -2.5145 0.4631
7 C 0.7244 -2.4419 1.5702
8 H 0.3247 -2.4908 2.5883
9 C 2.3552 1.2805 3.8476
10 C 3.1957 2.3199 1.3733
11 C 4.1013 -0.2133 2.1704
12 C -1.7354 1.4408 -2.0068
13 C -1.3019 3.3021 0.0514
14 C 0.6819 2.7894 -1.8636
15 C 3.1785 -2.3240 -1.3392
16 C 3.5394 0.4081 -1.8185
17 C 1.4264 -0.9407 -3.0349
18 H 0.1686 -2.9764 -0.4866
19 H 1.7978 -2.6688 1.5078
20 H 1.9055 0.4721 4.4397
21 H 1.7095 2.1668 3.9084
22 H 3.3375 1.5266 4.2734
23 H 2.4005 3.0776 1.3737
24 H 3.5372 2.1520 0.3433
25 H 4.0387 2.6690 1.9861
26 H 3.9038 -1.1955 2.6233
27 H 4.8352 0.3341 2.7825
28 H 4.5123 -0.3602 1.1609
29 H -2.0716 2.3639 -2.4988
30 H -2.5909 0.9553 -1.5203
31 H -1.3220 0.7632 -2.7636
32 H -1.6292 4.0169 -0.7166
33 H -0.6082 3.8072 0.7353
34 H -2.1759 2.9681 0.6246
35 H 0.1489 3.6621 -2.2639
36 H 1.0019 2.1540 -2.6994
37 H 1.5610 3.1310 -1.3017
38 H 3.6432 -2.5017 -2.3211
39 H 2.5329 -3.1758 -1.0899
40 H 3.9712 -2.2572 -0.5819
41 H 4.0479 0.0425 -2.7201
42 H 4.2676 0.4792 -1.0032
43 H 3.1260 1.4033 -2.0195
44 H 2.1726 -1.3268 -3.7470
45 H 1.0488 0.0204 -3.4079
46 H 0.5866 -1.6453 -2.9837
47 C -1.7435 -1.0566 -5.8781
48 C -2.8377 -1.3669 -6.7075
49 C -3.1134 -2.7109 -6.9601
50 C -2.2910 -3.7203 -6.4438
51 C -1.1237 -3.3761 -5.7524
52 C -0.8098 -2.0363 -5.5287
53 O -1.5968 0.1599 -5.2435
54 H -2.3000 0.7856 -5.5113
55 H -3.4585 -0.5659 -7.1056
56 H -3.9800 -2.9794 -7.5653
57 H -2.5524 -4.7717 -6.5902
58 H -0.4521 -4.1485 -5.3782
59 H 0.1116 -1.7374 -5.0338
60 C -0.3567 -1.0921 5.3479
61 C -1.5541 -0.8607 4.4212
62 P -1.2541 0.1815 2.9296
63 C -2.7622 -0.2068 1.8929
64 C -4.0442 0.0388 2.6776
65 C -1.6125 1.9273 3.4659
66 C -1.3892 2.2316 4.9488
67 H 0.4778 -1.6241 4.8703
68 H -0.6758 -1.7228 6.1899
69 H 0.0360 -0.1601 5.7735
70 H -1.9155 -1.8400 4.0664
71 H -2.3788 -0.4095 4.9987
72 H -2.7239 0.3968 0.9653
73 H -2.6796 -1.2664 1.5999
74 H -4.2074 1.0975 2.8973
75 H -4.8968 -0.3053 2.0878
76 H -4.0504 -0.5153 3.6205
77 H -0.9333 2.5590 2.8615
78 H -2.6350 2.2213 3.1749
79 H -0.3654 1.9777 5.2552
80 H -1.5456 3.3062 5.1180
81 H -2.0915 1.7101 5.6158

***

(3)
Entry from the Open Molecules 2025 dataset: a structure of composition C23H52O3P4SeSn (ωB97M-V with the def2-TZVPD basis set).

Output
**Net charge**: +4
**Kohn-Sham gap (alpha / beta)**: 5.382 / 3.489 eV
**ΔE to the lowest compared entry with this formula, charge and spin**: 21.6 kcal/mol
**Molar mass**: 698.23 g mol⁻¹

Positions of all 84 atoms, in Å:
1 Sn -1.4742 -0.4772 -2.3236
2 P -2.2332 -2.4063 -0.7053
3 P 1.3945 -0.4418 1.1861
4 P 0.8628 -1.2046 -3.1558
5 H -2.8519 1.0907 -4.1405
6 C -2.4421 0.0768 -4.2049
7 C -3.1893 -1.0168 -3.5779
8 H -4.1317 -0.7800 -3.0693
9 C -3.4510 -1.7172 0.4603
10 C -0.9682 -3.1666 0.3695
11 C -3.0971 -3.8102 -1.4836
12 C 2.6579 0.8549 1.5097
13 C 0.6045 -0.4430 2.8498
14 C 2.4751 -1.9146 1.4467
15 C 0.9834 -0.9792 -4.9569
16 C 1.3663 -2.9085 -2.7829
17 C 2.1585 -0.1390 -2.4475
18 H -1.8953 -0.1130 -5.1300
19 H -3.1808 -2.0106 -4.0354
20 H -4.0265 -0.9212 -0.0285
21 H -2.9568 -1.2907 1.3441
22 H -4.1413 -2.5123 0.7744
23 H -0.7916 -2.5409 1.2556
24 H -0.0213 -3.2875 -0.1711
25 H -1.3154 -4.1587 0.6937
26 H -3.6308 -3.4812 -2.3807
27 H -3.8187 -4.2227 -0.7671
28 H -2.3764 -4.5872 -1.7634
29 H 3.4324 0.4645 2.1827
30 H 2.1822 1.7444 1.9424
31 H 3.1155 1.1517 0.5583
32 H 1.3729 -0.2966 3.6173
33 H 0.1050 -1.4021 3.0171
34 H -0.1376 0.3601 2.9040
35 H 3.1247 -1.7375 2.3136
36 H 3.0961 -2.0791 0.5568
37 H 1.8604 -2.8070 1.6191
38 H 1.8174 -1.5850 -5.3361
39 H 1.1516 0.0783 -5.2078
40 H 0.0510 -1.3098 -5.4417
41 H 2.0426 -3.2605 -3.5761
42 H 0.4870 -3.5674 -2.7481
43 H 1.8872 -2.9567 -1.8142
44 H 2.9784 -0.0200 -3.1725
45 H 2.5564 -0.5753 -1.5178
46 H 1.7597 0.8587 -2.2181
47 C 0.9741 3.3544 -1.7558
48 C -0.2432 3.0157 -2.3855
49 C -0.2927 2.8532 -3.7725
50 C 0.8621 2.9386 -4.5534
51 C 2.0788 3.2417 -3.9280
52 C 2.1360 3.4376 -2.5529
53 Se 1.1568 3.8554 0.0727
54 H -0.1764 3.3137 0.7363
55 H -1.1468 2.8919 -1.7870
56 H -1.2442 2.6656 -4.2688
57 H 0.8091 2.7998 -5.6396
58 H 2.9962 3.3371 -4.5096
59 H 3.0953 3.6755 -2.0914
60 C -3.0446 0.7993 4.2013
61 C -3.2953 1.5051 2.8972
62 O -1.9535 1.7496 2.2001
63 P -1.4525 3.1852 1.7877
64 O -1.2876 3.9653 3.1431
65 C -0.4413 5.1409 3.4627
66 C -0.7321 5.5148 4.8889
67 O -2.5765 3.8344 0.8890
68 C -2.4114 5.2047 0.2899
69 C -3.6337 5.3855 -0.5707
70 H -2.4996 -0.1435 4.0610
71 H -4.0110 0.5758 4.6638
72 H -2.4831 1.4378 4.8931
73 H -3.8601 0.8981 2.1867
74 H -3.7764 2.4825 3.0414
75 H -0.6943 5.9496 2.7718
76 H 0.6110 4.8727 3.3203
77 H -0.5520 4.6825 5.5741
78 H -0.0732 6.3397 5.1656
79 H -1.7623 5.8568 5.0147
80 H -2.3776 5.9268 1.1174
81 H -1.4675 5.2464 -0.2823
82 H -4.5300 5.3941 0.0606
83 H -3.5769 6.3420 -1.1036
84 H -3.7369 4.5723 -1.2987

***

(4)
Entry from the Open Molecules 2025 dataset: a cluster of 11 separate species, C23H53IN12O23S2 in total (ωB97M-V with the def2-TZVPD basis set).

Output
**Net charge**: 0
**Kohn-Sham gap**: 8.127 eV
**ΔE to the lowest compared entry with this formula, charge and spin**: 0.0 kcal/mol
**SMILES**: CCN(CC)C(=S)SCCCC(=O)O[C@H](I)N(C)C(C)=O.C[N+](=O)[O-].C[N+](=O)[O-].C[N+](=O)[O-].C[N+](=O)[O-].C[N+](=O)[O-].C[N+](=O)[O-].C[N+](=O)[O-].C[N+](=O)[O-].C[N+](=O)[O-].C[N+](=O)[O-]
**Molar mass**: 1056.78 g mol⁻¹

Positions of all 114 atoms, in Å:
1 C 3.1879 2.6827 1.4662
2 C 4.3701 1.9222 0.8440
3 N 4.4307 0.5260 1.3656
4 C 5.7875 -0.0726 1.2923
5 C 6.6425 0.2838 0.0674
6 C 3.4323 -0.2788 0.7883
7 S 3.5334 -1.0692 -0.6390
8 S 1.9746 -0.3337 1.7900
9 C 1.1696 -1.8806 1.3077
10 C -0.2509 -1.8725 1.8723
11 C -1.2567 -1.1795 0.9153
12 C -2.6231 -1.7271 1.1708
13 O -3.0549 -2.7386 0.6799
14 O -3.3404 -1.0130 2.1066
15 C -4.6242 -0.5785 1.7311
16 I -6.1173 -2.1433 2.0241
17 N -4.5958 0.0706 0.4367
18 C -5.1262 -0.6686 -0.7160
19 C -5.2577 1.3667 0.5579
20 C -6.7182 1.4165 0.8963
21 O -4.6080 2.3660 0.4034
22 H 2.2790 2.4456 0.9110
23 H 3.3512 3.7592 1.4291
24 H 3.0601 2.3365 2.4932
25 H 5.3087 2.4292 1.0598
26 H 4.2216 1.8673 -0.2363
27 H 5.6489 -1.1540 1.3156
28 H 6.2958 0.2342 2.2089
29 H 6.0333 0.4764 -0.8141
30 H 7.2930 -0.5627 -0.1674
31 H 7.2837 1.1430 0.2653
32 H 1.7464 -2.6915 1.7597
33 H 1.1941 -2.0076 0.2269
34 H -0.2609 -1.3317 2.8208
35 H -0.5671 -2.9031 2.0288
36 H -0.9856 -1.3505 -0.1260
37 H -1.2519 -0.1050 1.1050
38 H -4.8858 0.1471 2.4979
39 H -4.7468 -0.1723 -1.6115
40 H -6.2172 -0.6434 -0.7867
41 H -4.7605 -1.6916 -0.7422
42 H -7.1561 2.3460 0.5335
43 H -7.2982 0.5858 0.4947
44 H -6.8736 1.4020 1.9796
45 C -0.1960 5.5587 -0.8843
46 N 0.9565 4.6405 -0.6773
47 O 0.7286 3.4837 -0.3966
48 O 2.0605 5.1266 -0.7913
49 H -1.1105 4.9949 -0.7436
50 H -0.0982 6.3596 -0.1566
51 H -0.1175 5.9510 -1.8934
52 C -1.9917 -4.1170 5.1572
53 N -0.6295 -4.5574 4.7446
54 O 0.1149 -3.7224 4.2707
55 O -0.3600 -5.7255 4.9052
56 H -2.0853 -3.0573 4.9510
57 H -2.7064 -4.6997 4.5839
58 H -2.0919 -4.3282 6.2172
59 C 6.3972 5.0941 -2.5303
60 N 6.4291 3.8995 -1.6439
61 O 7.3252 3.8161 -0.8264
62 O 5.5450 3.0860 -1.7930
63 H 7.2332 5.7326 -2.2697
64 H 6.4612 4.7433 -3.5526
65 H 5.4469 5.5929 -2.3644
66 C 3.7474 3.8245 -6.8573
67 N 4.5911 4.3341 -5.7422
68 O 4.7301 5.5351 -5.6329
69 O 5.0867 3.5058 -5.0094
70 H 3.3772 4.6731 -7.4191
71 H 4.3748 3.1827 -7.4678
72 H 2.9384 3.2530 -6.4130
73 C 2.9669 -5.0287 -0.2472
74 N 3.9100 -5.6293 -1.2297
75 O 4.6258 -6.5308 -0.8499
76 O 3.8942 -5.1681 -2.3502
77 H 3.0901 -5.5379 0.7016
78 H 3.2108 -3.9726 -0.1657
79 H 1.9632 -5.1611 -0.6406
80 C -6.0463 4.0954 3.9364
81 N -7.5200 4.2323 4.1108
82 O -7.9213 4.9192 5.0217
83 O -8.2203 3.6413 3.3139
84 H -5.5565 4.6741 4.7098
85 H -5.8083 3.0394 4.0204
86 H -5.8003 4.4632 2.9445
87 C -3.2654 0.9391 -4.1068
88 N -3.5670 0.6140 -5.5284
89 O -4.6769 0.8711 -5.9423
90 O -2.6725 0.1122 -6.1727
91 H -4.1492 1.3801 -3.6612
92 H -2.9911 0.0115 -3.6134
93 H -2.4332 1.6358 -4.1003
94 C -3.7546 -5.3331 -0.7819
95 N -3.2959 -6.6617 -1.2699
96 O -3.6820 -7.6518 -0.6799
97 O -2.5578 -6.6711 -2.2298
98 H -4.3988 -5.4849 0.0753
99 H -2.8754 -4.7587 -0.5152
100 H -4.2869 -4.8565 -1.5995
101 C 4.4131 7.5086 1.0287
102 N 3.0461 8.0592 0.8209
103 O 2.9403 9.1509 0.3065
104 O 2.1247 7.3574 1.1767
105 H 5.1317 8.2315 0.6623
106 H 4.5317 7.3303 2.0928
107 H 4.4650 6.5732 0.4787
108 C -2.3500 -10.3926 -0.0833
109 N -2.6215 -11.6875 0.6002
110 O -1.7482 -12.1604 1.2966
111 O -3.7123 -12.1847 0.4148
112 H -1.3459 -10.0785 0.1756
113 H -2.4515 -10.5605 -1.1505
114 H -3.0902 -9.6821 0.2590

***

(5)
Entry from the Open Molecules 2025 dataset: a structure of composition C23H54InN7O10P (ωB97M-V with the def2-TZVPD basis set).

Output
**Net charge**: -1
**Kohn-Sham gap**: 6.461 eV
**ΔE to the lowest compared entry with this formula, charge and spin**: 30.5 kcal/mol
**Molar mass**: 734.52 g mol⁻¹

Positions of all 96 atoms, in Å:
1 C -0.3074 7.9356 2.0215
2 C -0.2779 7.0937 0.9669
3 In -0.2430 5.9166 -1.0129
4 P 1.6845 6.8419 -2.3789
5 O 2.9920 6.5561 -1.5715
6 O 1.5340 8.5895 -2.4271
7 O 1.8099 6.1824 -3.9899
8 H -0.2029 8.9423 2.5968
9 H -0.1823 4.1571 -0.7064
10 H -1.7698 6.4294 -1.8660
11 H 1.0901 8.7929 -1.5513
12 H 1.0084 6.4906 -4.5079
13 C -3.8907 7.2875 0.8205
14 O -4.1020 7.9609 -0.1738
15 N -4.8478 6.6331 1.5525
16 C -4.5163 5.8513 2.7251
17 C -6.2332 6.7261 1.1409
18 H -2.8732 7.1505 1.2198
19 H -4.8345 4.8174 2.5649
20 H -5.0419 6.2668 3.5899
21 H -3.4414 5.8693 2.9169
22 H -6.3311 6.3352 0.1243
23 H -6.5373 7.7767 1.1434
24 H -6.8742 6.1565 1.8169
25 C -0.2129 2.1807 1.7444
26 O -1.3536 1.9052 1.4113
27 N 0.9010 1.4471 1.4386
28 C 2.2239 1.8422 1.8728
29 C 0.7530 0.2366 0.6554
30 H 0.0127 3.0791 2.3416
31 H 2.8559 1.9937 0.9936
32 H 2.6458 1.0477 2.4952
33 H 2.1867 2.7682 2.4506
34 H 0.3000 0.4880 -0.3078
35 H 0.0911 -0.4527 1.1855
36 H 1.7222 -0.2377 0.4929
37 C 0.4786 2.1814 -3.7730
38 O 0.6778 2.9242 -2.8289
39 N 1.3535 1.9586 -4.8028
40 C 1.0437 1.0578 -5.8937
41 C 2.6297 2.6463 -4.8005
42 H -0.4596 1.6107 -3.8718
43 H 1.7943 0.2630 -5.9216
44 H 1.0665 1.6179 -6.8335
45 H 0.0552 0.6123 -5.7664
46 H 3.1782 2.3791 -3.8929
47 H 2.4546 3.7257 -4.7989
48 H 3.2164 2.3703 -5.6790
49 C 1.8213 -3.2866 2.4747
50 O 1.6172 -2.7165 1.4129
51 N 0.9137 -3.4103 3.4927
52 C 1.2296 -4.1027 4.7253
53 C -0.4051 -2.8306 3.3333
54 H 2.7910 -3.7618 2.6986
55 H 0.5350 -4.9367 4.8515
56 H 1.1219 -3.4063 5.5613
57 H 2.2518 -4.4868 4.7083
58 H -0.8891 -3.2776 2.4601
59 H -0.3051 -1.7547 3.1661
60 H -1.0132 -3.0093 4.2220
61 C -1.7305 -1.8047 -6.3062
62 O -0.7831 -1.0903 -6.0267
63 N -1.9259 -2.4243 -7.5111
64 C -3.0802 -3.2602 -7.7678
65 C -0.9472 -2.2383 -8.5635
66 H -2.5319 -2.0121 -5.5786
67 H -2.7400 -4.2681 -8.0203
68 H -3.6422 -2.8420 -8.6073
69 H -3.7302 -3.3108 -6.8918
70 H 0.0264 -2.5911 -8.2126
71 H -0.8708 -1.1727 -8.7964
72 H -1.2367 -2.7903 -9.4597
73 C 5.4102 -4.5581 3.1903
74 O 4.2304 -4.8698 3.1911
75 N 6.2828 -4.7699 2.1589
76 C 7.6728 -4.3702 2.2330
77 C 5.8020 -5.4146 0.9529
78 H 5.8772 -4.0625 4.0567
79 H 7.8816 -3.6597 1.4289
80 H 8.3038 -5.2550 2.1133
81 H 7.8948 -3.8995 3.1931
82 H 4.9917 -4.8168 0.5268
83 H 5.4116 -6.4036 1.2077
84 H 6.6076 -5.5145 0.2232
85 C -2.8158 -5.0028 5.9157
86 O -1.6382 -4.7088 6.0283
87 N -3.3027 -6.0527 5.1852
88 C -4.7197 -6.3387 5.0995
89 C -2.3711 -6.9057 4.4744
90 H -3.6069 -4.4198 6.4148
91 H -4.9034 -7.3444 5.4872
92 H -5.0299 -6.2872 4.0524
93 H -5.3007 -5.6194 5.6806
94 H -1.6759 -7.3512 5.1914
95 H -1.8019 -6.2998 3.7642
96 H -2.9034 -7.6948 3.9400